Formula: C42H36BrCdN3O10S2
Source: OMol25
Level of theory: ωB97M-V with the def2-TZVPD basis set

**Total energy**: -6076.88157 Ha
**2S+1**: 1
**HOMO energy**: -3.202 eV
**Net charge**: -2
**ΔE to the lowest compared entry with this formula, charge and spin**: 281.56 kJ/mol

```
95
C42H36BrCdN3O10S2, DFT ωB97M-V with the def2-TZVPD basis set
Cd 1.56 0.28 -0.01
Br 4.11 -1.59 -1.43
S -0.62 -1.52 -1.45
S -0.89 6.18 0.31
O -0.90 -2.09 2.10
O -0.01 0.53 1.72
O -2.23 3.43 -6.88
O -0.06 -0.57 -2.41
O -0.80 1.19 3.71
O 0.23 -1.54 -0.23
O 1.06 2.17 -1.10
O 2.98 2.38 -2.28
O -2.00 -1.34 -1.13
O -0.38 3.37 -8.09
N -2.56 6.00 -1.91
N -0.44 6.40 -2.40
N -0.99 3.31 -7.02
C 0.63 -1.53 6.40
C 6.30 -1.85 2.77
C -1.01 2.62 -4.70
C 4.33 -1.02 1.49
C -0.75 -1.58 4.43
C -1.54 -4.07 -1.78
C -5.46 -1.27 3.21
C -2.57 6.28 -3.37
C 5.97 -2.56 0.43
C 0.86 -4.89 -3.00
C 3.80 0.60 3.80
C -4.77 -1.66 2.07
C -1.09 6.51 -3.68
C 0.07 -7.33 -2.85
C -1.27 6.12 -1.33
C 1.06 3.45 -5.72
C -0.43 -3.21 -1.98
C 0.08 -0.90 5.33
C -3.46 -1.29 1.91
C -1.21 -1.07 3.03
C -2.73 -0.94 3.08
C -0.68 -3.45 5.94
C 6.73 -2.58 1.63
C -0.60 0.38 2.79
C 0.99 2.63 -3.44
C -3.44 -0.50 4.24
C 2.94 0.59 2.69
C -0.38 2.36 -3.54
C 1.67 3.22 -4.54
C 0.26 -2.85 6.69
C 1.76 2.42 -2.13
C -0.28 3.13 -5.81
C 3.22 -0.16 1.54
C 4.89 -1.69 0.36
C -1.11 -2.89 4.74
C 4.95 -0.14 3.82
C 5.18 -1.05 2.74
C -3.68 5.46 -1.19
C -1.39 -5.42 -2.14
C -4.78 -0.75 4.29
C -0.16 -5.85 -2.71
C 0.71 -3.54 -2.65
H -2.84 -0.03 5.07
H -5.26 -2.13 1.20
H -1.73 -3.41 3.99
H 0.54 6.63 -2.24
H 6.24 -3.25 -0.38
H -0.96 -4.48 6.16
H -5.36 -0.68 5.26
H 1.24 -0.97 7.11
H -0.82 -1.77 1.16
H -2.23 -6.13 -2.16
H 2.69 3.47 -4.31
H 0.79 -3.32 7.46
H -6.54 -1.40 3.23
H 0.13 -7.78 -1.81
H 7.61 -3.19 1.71
H 1.72 -5.21 -3.60
H -3.01 -1.24 0.95
H 2.03 1.18 2.75
H 0.95 -7.57 -3.42
H -0.76 1.88 -2.65
H -3.98 4.51 -1.61
H -2.99 5.39 -3.91
H 3.48 1.20 4.68
H 1.50 3.91 -6.58
H -0.69 5.76 -4.38
H -0.95 7.51 -4.11
H -3.27 7.10 -3.61
H -0.84 -7.76 -3.30
H 6.73 -2.08 3.76
H 1.42 -2.77 -2.95
H -4.53 6.12 -1.28
H -3.44 5.27 -0.12
H -2.48 -3.65 -1.49
H 5.70 -0.04 4.64
H -2.07 2.40 -4.84
H 0.30 0.18 5.23
```

Löwdin atomic charge list, values in e, 4 entries:
1. Cd 1.39
2. Br 0.66
3. S 0.45
4. S 0.56



Formula: C42H37BClGaN9O4
Source: OMol25
Level of theory: ωB97M-V with the def2-TZVPD basis set

**Total energy**: -4826.07423 Ha
**2S+1**: 1
**HOMO energy**: -10.627 eV
**Net charge**: +1
**ΔE to the lowest compared entry with this formula, charge and spin**: 0.00 kJ/mol

```
95
C42H37BClGaN9O4, DFT ωB97M-V with the def2-TZVPD basis set
Ga -0.39 0.28 0.24
Cl -1.82 2.68 0.37
O -2.76 2.75 1.45
O 0.26 3.71 -1.08
O -2.16 1.55 -0.54
O -0.49 2.08 0.98
N 0.28 0.76 -1.73
N -0.12 -0.31 2.33
N -1.73 -1.15 -0.15
N 1.08 -1.97 -0.88
N 0.63 -1.04 7.38
N 1.26 -1.03 0.08
N -1.39 -1.87 -1.27
N 1.02 -3.02 6.43
N 0.22 -0.35 -2.52
C -2.42 -2.64 -1.65
C 1.24 -3.12 7.79
C -6.04 -0.86 2.28
C 2.97 -0.58 1.85
C 1.00 1.25 -3.80
C 2.87 -2.57 0.25
C 0.65 -0.08 -3.76
C -3.01 -1.47 0.15
C -3.39 -0.08 2.23
C 4.21 0.91 3.86
C 2.12 -4.08 -1.73
C -5.20 -1.32 1.28
C -0.16 -1.62 2.61
C 2.49 4.75 -0.78
C 0.66 -1.79 6.23
C 4.10 -0.48 3.97
C -4.23 0.38 3.24
C 2.03 -2.91 -0.81
C 1.25 4.10 -3.27
C 0.35 -1.25 4.90
C -3.45 -2.43 -0.77
C 0.07 -2.13 3.86
C 0.76 1.75 -2.52
C 2.36 -1.37 0.76
C 2.50 5.60 -1.81
C 0.70 -1.08 -4.87
C -2.38 -3.55 -2.83
C -5.56 -0.01 3.27
C 1.82 -4.02 9.91
C 1.66 -4.21 8.56
C 1.66 3.54 -0.83
C 1.56 -2.78 10.52
C 3.50 -1.21 2.97
C 0.13 0.54 3.33
C 0.37 0.11 4.62
C -3.85 -0.94 1.24
C 1.00 -1.89 8.41
C 3.69 1.55 2.74
C 3.07 0.81 1.74
C 1.02 3.17 -2.16
C 1.86 5.27 -3.07
C 1.15 -1.69 9.78
B -0.02 -1.76 -1.94
H 3.41 -2.29 3.06
H 3.78 2.62 2.64
H 4.49 -0.98 4.85
H -0.38 -2.28 1.77
H 0.05 -3.19 4.05
H -6.22 0.35 4.05
H 3.09 4.92 0.11
H 0.89 3.84 -4.26
H 0.16 1.59 3.08
H 1.41 1.77 -4.64
H 2.31 -3.77 -2.75
H 1.43 -1.86 -4.68
H 2.69 1.30 0.86
H 3.77 -3.08 0.55
H 0.32 -0.10 7.48
H 1.69 -2.68 11.59
H -3.84 1.06 3.99
H 1.88 2.75 -0.14
H 2.92 -4.73 -1.41
H -5.61 -1.97 0.52
H 0.96 -0.73 10.25
H -2.21 -3.00 -3.76
H 0.61 0.85 5.38
H 1.86 -5.17 8.09
H 2.14 -4.85 10.53
H -0.27 -1.56 -5.02
H -7.08 -1.16 2.29
H -1.60 -4.30 -2.74
H -2.38 0.25 2.22
H 0.07 -2.59 -2.79
H -4.41 -2.92 -0.80
H 4.70 1.48 4.64
H -3.34 -4.06 -2.92
H 0.97 -0.58 -5.80
H 1.19 -4.65 -1.73
H 1.97 5.97 -3.89
H 3.08 6.52 -1.74
```

Löwdin atomic charge list, values in e, 4 entries:
1. Ga 0.48
2. Cl 1.04
3. O -0.37
4. O -0.01



Formula: C42H37Cl2IMnN2O3Si
Source: OMol25
Level of theory: ωB97M-V with the def2-TZVPD basis set

**Total energy**: -4616.51392 Ha
**2S+1**: 2
**HOMO energy (alpha / beta)**: -7.318 / -7.269 eV
**ΔE to the lowest compared entry with this formula, charge and spin**: 0.00 kJ/mol

```
89
C42H37Cl2IMnN2O3Si, DFT ωB97M-V with the def2-TZVPD basis set
I -3.87 -4.71 6.27
Mn 1.41 0.11 0.46
Cl 4.47 -5.98 0.08
Cl 6.29 -0.92 0.45
Si -1.50 2.00 -0.98
O -1.02 0.29 2.25
O 0.77 -1.03 2.49
O 3.35 -0.21 0.31
N 1.35 -1.88 0.07
N 0.98 0.59 -1.78
C -2.74 -3.40 5.10
C -2.54 -2.01 3.16
C -1.91 5.93 -2.27
C 3.65 -1.47 0.27
C 0.20 1.85 -1.80
C -3.09 0.30 -2.65
C -0.40 -0.78 2.71
C 1.95 2.40 1.52
C 2.80 -3.82 0.08
C 2.09 2.21 4.27
C -4.06 4.91 -2.54
C 2.32 -1.18 -3.79
C -0.71 -2.19 4.71
C -4.23 -1.10 -0.56
C -4.01 -0.69 -2.91
C 0.30 -2.67 -0.02
C 3.11 -0.29 -2.85
C -2.21 3.59 -1.69
C 0.91 1.76 2.21
C 0.41 -4.07 -0.07
C 1.66 -4.64 -0.03
C 5.17 -3.38 0.26
C -1.46 -3.05 5.50
C -0.18 1.15 1.38
C -1.13 2.22 0.83
C -1.41 4.73 -1.80
C 0.24 -0.39 -2.61
C 3.13 2.82 3.57
C 1.01 1.68 3.60
C -2.71 0.62 -1.34
C 4.14 -4.27 0.14
C 4.93 -1.99 0.32
C 2.59 -2.43 0.13
C 3.06 2.92 2.20
C 2.28 0.91 -2.44
C 1.03 -1.59 -3.10
C -4.58 -1.40 -1.86
C -3.29 -2.89 3.93
C -3.55 3.71 -2.06
C -3.30 -0.10 -0.30
C -3.25 6.02 -2.64
C -1.25 -1.67 3.55
H -4.21 2.85 -1.99
H -4.69 -1.64 0.26
H -2.01 2.32 1.47
H -5.30 -2.18 -2.06
H 3.98 3.23 4.10
H -2.95 -1.61 2.25
H -1.05 -3.46 6.41
H 0.22 1.21 4.17
H 0.37 -2.14 -3.78
H 2.90 -2.06 -4.07
H 1.90 2.53 0.44
H -4.29 -0.92 -3.93
H 0.11 2.19 -2.85
H 3.85 3.39 1.64
H -1.27 6.80 -2.35
H -0.63 3.19 0.87
H 2.10 -0.64 -4.72
H -2.66 0.85 -3.48
H -0.13 0.15 -3.50
H 2.13 2.15 5.35
H 0.30 -1.94 5.00
H -4.28 -3.17 3.62
H -3.04 0.14 0.72
H -3.64 6.96 -3.01
H 4.02 0.08 -3.31
H 1.78 -5.71 -0.07
H -5.11 4.97 -2.82
H -0.67 -2.19 -0.05
H 3.41 -0.86 -1.97
H -0.48 -4.68 -0.14
H 6.19 -3.74 0.30
H 2.05 1.49 -3.35
H -0.36 4.69 -1.51
H 2.84 1.57 -1.77
H 1.26 -2.27 -2.28
H -0.64 -0.70 -2.04
H 0.80 2.63 -1.31
```

Löwdin atomic charge list, values in e, 4 entries:
1. I 0.88
2. Mn 0.72
3. Cl 0.68
4. Cl 0.70